No. 1
{
  "formula": "C3H6N2O",
  "method": "ωB97M-V/def2-TZVPD",
  "elements": ["C", "C", "C", "N", "N", "O", "H", "H", "H", "H", "H", "H"],
  "coordinates": [[-2.955, -0.006, -0.214], [0.443, 0.702, 0.867], [0.517, -0.511, -0.037], [-2.674, -0.785, 0.566], [0.171, 1.861, 0.384], [0.072, 2.223, -0.789], [-3.370, 0.718, -0.889], [0.680, 0.446, 1.814], [1.224, -1.143, 0.480], [0.662, -0.170, -1.057], [-0.568, -0.835, 0.049], [0.168, 2.711, 0.981]],
  "nbo_charge": [0.09, -0.03, -0.69, -0.32, -0.21, -0.30, 0.24, 0.19, 0.23, 0.23, 0.24, 0.33],
  "multiplicity": 3,
  "charge": 0,
  "e_above_lowest_kcal_mol": 46.9,
  "orbital_gap_ev": [6.4, 9.4],
  "lumo_energy_ev": [0.98, -1.08],
  "s_squared": 2.007,
  "homo_ha": [-0.19842, -0.38343]
}


No. 2
{
  "formula": "C19H44N2O5P",
  "method": "ωB97M-V/def2-TZVPD",
  "elements": ["O", "C", "C", "P", "O", "C", "C", "C", "C", "C", "O", "O", "O", "H", "H", "H", "H", "H", "H", "H", "H", "H", "H", "H", "H", "H", "H", "C", "C", "N", "C", "C", "C", "C", "H", "H", "H", "H", "H", "H", "H", "H", "H", "H", "H", "H", "H", "H", "H", "C", "C", "N", "C", "C", "C", "C", "H", "H", "H", "H", "H", "H", "H", "H", "H", "H", "H", "H", "H", "H", "H"],
  "coordinates": [[8.271, 2.902, -2.327], [7.147, 3.359, -2.159], [6.107, 2.711, -1.318], [4.840, 3.955, -0.576], [4.115, 2.618, 0.340], [3.139, 2.005, -0.436], [2.562, 3.150, -1.255], [1.340, 2.858, -2.091], [0.138, 2.569, -1.159], [-1.057, 3.366, -1.566], [-2.054, 2.892, -2.099], [-0.977, 4.712, -1.324], [3.660, 3.706, -1.890], [6.908, 4.317, -2.637], [5.656, 1.874, -1.844], [6.637, 2.292, -0.475], [5.819, 4.253, 0.463], [5.381, 5.077, -1.335], [3.966, 4.908, 0.082], [2.317, 1.581, 0.144], [3.533, 1.224, -1.088], [2.205, 3.819, -0.460], [1.098, 3.734, -2.677], [1.458, 2.010, -2.754], [-0.142, 1.530, -1.229], [0.413, 2.776, -0.131], [-0.520, 4.816, -0.488], [1.450, 1.153, 3.852], [-0.019, 0.781, 3.701], [-0.375, 0.447, 2.337], [-1.803, 0.387, 2.102], [-2.615, -0.698, 2.818], [0.409, -0.608, 1.720], [0.442, -1.980, 2.407], [1.728, 1.942, 3.154], [1.635, 1.513, 4.865], [2.109, 0.300, 3.684], [-0.621, 1.644, 3.999], [-0.259, -0.027, 4.412], [-1.969, 0.296, 1.024], [-2.222, 1.362, 2.374], [-2.430, -1.680, 2.384], [-3.682, -0.489, 2.705], [-2.406, -0.745, 3.888], [1.438, -0.252, 1.628], [0.072, -0.733, 0.688], [0.611, -1.897, 3.482], [1.260, -2.574, 1.994], [-0.475, -2.546, 2.247], [-2.379, -1.471, -1.929], [-2.935, -2.834, -2.320], [-2.608, -3.874, -1.364], [-2.856, -5.216, -1.853], [-4.304, -5.619, -2.164], [-3.007, -3.607, 0.004], [-4.492, -3.336, 0.284], [-1.306, -1.530, -1.744], [-2.545, -0.756, -2.734], [-2.862, -1.070, -1.036], [-2.497, -3.117, -3.281], [-4.020, -2.740, -2.489], [-2.436, -5.927, -1.136], [-2.265, -5.344, -2.765], [-4.888, -5.775, -1.258], [-4.310, -6.561, -2.716], [-4.812, -4.877, -2.779], [-2.437, -2.742, 0.353], [-2.669, -4.434, 0.633], [-4.924, -2.638, -0.433], [-4.600, -2.893, 1.276], [-5.086, -4.249, 0.275]],
  "mulliken_charge": [-0.54, 0.01, -0.66, -0.30, -0.57, 0.62, -0.09, -0.69, 0.20, 0.20, -0.60, -0.49, -0.54, 0.36, 0.26, 0.31, 0.10, 0.07, 0.07, -0.53, 0.22, 0.30, 0.36, 0.38, -0.10, 0.29, 0.38, -1.33, -0.46, 0.49, -0.40, -1.04, -0.26, -1.33, 0.25, 0.45, 0.29, 0.44, 0.29, -0.01, 0.54, 0.06, 0.42, 0.34, 0.15, 0.18, 0.27, 0.46, 0.18, -1.36, -0.46, 0.18, -0.73, -0.98, -0.13, -1.12, 0.29, 0.50, 0.23, 0.51, 0.24, 0.35, 0.44, 0.22, 0.40, 0.28, -0.21, 0.33, 0.25, 0.42, 0.34],
  "charge": -1,
  "orbital_gap_ev": 6.8,
  "lumo_energy_ev": 2.34,
  "homo_ha": -0.16568
}


No. 3
{
  "formula": "C20H42BeN3O5S4",
  "method": "ωB97M-V/def2-TZVPD",
  "elements": ["Be", "C", "C", "O", "H", "H", "H", "H", "H", "C", "S", "O", "C", "H", "H", "H", "H", "H", "H", "C", "S", "O", "C", "H", "H", "H", "H", "H", "H", "C", "S", "O", "C", "H", "H", "H", "H", "H", "H", "C", "S", "O", "C", "H", "H", "H", "H", "H", "H", "C", "C", "N", "H", "H", "H", "N", "C", "C", "C", "C", "H", "H", "H", "H", "H", "N", "C", "C", "C", "C", "H", "H", "H", "H", "H"],
  "coordinates": [[-3.661, 0.575, 3.761], [-0.804, 0.260, -0.212], [-0.672, 0.450, 1.310], [-1.881, 0.353, 1.951], [0.203, 0.279, -0.625], [-1.529, 0.948, -0.649], [-1.297, -0.641, -0.587], [-0.120, 1.353, 1.586], [-0.005, -0.385, 1.576], [-0.175, 3.665, 3.799], [-1.744, 3.467, 4.787], [-2.034, 1.950, 4.821], [-1.068, 3.961, 6.370], [0.730, 3.328, 4.303], [0.074, 4.666, 3.444], [-0.330, 3.051, 2.912], [-1.765, 3.675, 7.157], [-1.088, 5.055, 6.371], [-0.042, 3.708, 6.627], [0.597, 2.744, -4.617], [0.513, 2.775, -2.793], [1.237, 4.046, -2.434], [-1.258, 3.015, -2.564], [1.520, 2.192, -4.789], [0.850, 3.744, -4.968], [-0.305, 2.279, -5.005], [-1.841, 2.096, -2.584], [-1.637, 3.737, -3.286], [-1.289, 3.423, -1.552], [1.954, -2.239, -4.430], [1.545, -0.513, -4.055], [0.030, -0.435, -3.931], [2.125, -0.699, -2.351], [1.476, -2.854, -3.669], [3.022, -2.435, -4.313], [1.714, -2.476, -5.464], [2.010, 0.296, -1.920], [3.128, -1.110, -2.267], [1.468, -1.322, -1.738], [-2.882, -0.394, -4.356], [-4.595, -0.509, -3.741], [-4.851, -1.982, -4.058], [-4.238, -0.457, -1.979], [-2.362, 0.522, -4.070], [-2.987, -0.291, -5.436], [-2.280, -1.252, -4.074], [-3.463, -1.154, -1.667], [-5.091, -0.503, -1.304], [-3.898, 0.576, -1.832], [1.514, -2.282, 4.266], [1.573, -2.276, 2.795], [1.579, -2.326, 1.648], [0.951, -3.159, 4.570], [1.102, -1.358, 4.667], [2.536, -2.369, 4.635], [-1.233, -3.064, 1.816], [-1.886, -3.462, 0.684], [-2.191, -4.795, 0.769], [-1.610, -5.279, 1.992], [-1.126, -4.156, 2.614], [-0.900, -2.131, 1.961], [-2.175, -2.710, -0.033], [-2.741, -5.360, 0.035], [-1.680, -6.250, 2.450], [-0.687, -3.991, 3.584], [3.438, -0.116, 0.440], [4.685, -0.678, 0.401], [5.578, 0.369, 0.386], [4.850, 1.592, 0.376], [3.502, 1.244, 0.438], [2.597, -0.654, 0.574], [4.753, -1.753, 0.411], [6.620, 0.089, 0.338], [5.363, 2.538, 0.413], [2.585, 1.799, 0.314]],
  "mulliken_charge": [0.91, 0.50, 0.69, -0.50, -0.32, 0.14, -0.19, -0.07, -0.55, -0.47, 0.50, -0.53, -0.97, 0.34, 0.44, -0.16, 0.35, 0.41, 0.33, -1.12, 0.86, -0.74, -0.71, 0.32, 0.43, 0.27, -0.20, 0.46, 0.43, -1.14, 0.43, -0.48, -0.81, 0.33, 0.41, 0.37, -0.09, 0.63, 0.34, -0.36, 0.39, -0.63, -0.48, -0.14, 0.39, 0.25, -0.08, 0.48, 0.20, -1.08, 0.58, -0.43, 0.33, 0.26, 0.37, 0.37, -0.06, -0.53, -0.77, -0.22, 0.12, -0.01, 0.44, 0.41, 0.29, 0.39, -0.42, -0.54, -0.83, -0.37, 0.12, 0.44, 0.41, 0.43, 0.42],
  "charge": 1,
  "e_above_lowest_kcal_mol": 117.0,
  "orbital_gap_ev": 2.3,
  "lumo_energy_ev": -7.82,
  "homo_ha": -0.37062
}


No. 4
{
  "formula": "C5H12F2N2",
  "method": "ωB97M-V/def2-TZVPD",
  "elements": ["N", "C", "C", "C", "C", "N", "C", "F", "F", "H", "H", "H", "H", "H", "H", "H", "H", "H", "H", "H", "H"],
  "coordinates": [[2.514, -0.593, 0.633], [1.952, 0.059, -0.531], [0.824, -0.752, -1.139], [-0.337, -0.967, -0.203], [-0.942, 0.301, 0.507], [-1.894, -0.151, 1.593], [-1.712, 1.348, -0.364], [-2.687, 0.703, -1.061], [-0.829, 1.845, -1.221], [1.843, -0.710, 1.427], [3.426, -0.156, 0.884], [2.742, 0.180, -1.310], [1.636, 1.082, -0.274], [0.625, -0.271, -2.052], [1.230, -1.739, -1.336], [-1.112, -1.436, -0.823], [-0.058, -1.753, 0.563], [-0.078, 0.900, 0.989], [-2.756, -0.506, 1.172], [-2.114, 0.607, 2.227], [-2.271, 2.007, 0.318]],
  "nbo_charge": [-0.87, -0.21, -0.41, -0.42, -0.10, -0.85, 0.55, -0.36, -0.33, 0.37, 0.37, 0.19, 0.16, 0.21, 0.21, 0.22, 0.23, 0.20, 0.36, 0.36, 0.13],
  "charge": 0,
  "smiles": "NCCC[C@H](N)C(F)F",
  "e_above_lowest_kcal_mol": 0.0,
  "orbital_gap_ev": 9.9,
  "lumo_energy_ev": 0.96,
  "homo_ha": -0.33015
}


Question: Among the records above, which one has the lowest charge?
Answer: C19H44N2O5P


Question: charge of number 4 (C5H12F2N2)?
Answer: 0


Question: Number 4 is which compound?
Answer: C5H12F2N2